[1]
Molecular formula: C6H11NOS
Method: DFT, ωB97M-V/def2-TZVPD

Its frontier orbital gap (alpha / beta) is 7.935 / 7.934 eV. The total charge is 0. As for the spin multiplicity: 1. Its SMILES is [H]/N=C/[S@](=C)(=O)C1(C)CC1.

Geometry (Å):
H (-2.45, -2.55, -1.22)
N (-1.87, -1.97, -0.65)
C (-1.99, -0.74, -1.04)
S (-1.21, 0.62, -0.07)
C (-1.89, 0.51, 1.46)
O (-1.42, 1.86, -0.73)
C (0.64, 0.38, -0.06)
C (1.10, -0.86, 0.66)
C (1.33, 1.71, 0.00)
C (1.38, 0.93, -1.25)
H (-2.48, -0.15, -1.79)
H (-2.83, 1.15, 1.33)
H (-2.02, -0.45, 1.95)
H (0.75, -1.72, 0.13)
H (0.75, -0.95, 1.68)
H (2.12, -0.77, 0.59)
H (2.40, 1.86, 0.40)
H (0.63, 2.47, 0.15)
H (0.89, 1.13, -2.17)
H (2.42, 0.56, -1.44)

[2]
Molecular formula: C6H11NOSe
Method: DFT, ωB97M-V/def2-TZVPD

Its frontier orbital gap is 7.939 eV. The total charge is 0. As for the spin multiplicity: 1.

Geometry (Å):
C (-2.21, 0.14, 0.36)
C (1.67, -0.25, 0.81)
C (0.52, -1.21, 0.52)
C (1.71, 0.90, -0.11)
C (-1.05, 0.44, -0.42)
C (-1.07, 0.16, -2.02)
N (-2.39, 0.93, 1.41)
O (-2.99, -0.75, 0.04)
Se (-0.05, 1.93, 0.01)
H (1.67, 0.04, 1.80)
H (2.51, -1.02, 0.73)
H (0.56, -1.99, -0.18)
H (-0.18, -1.46, 1.34)
H (2.60, 1.60, -0.18)
H (1.58, 0.40, -1.05)
H (-1.86, 0.59, -2.63)
H (-1.30, -0.95, -1.99)
H (-0.17, 0.40, -2.53)
H (-1.70, 1.46, 1.92)
H (-3.01, 0.55, 2.10)

[3]
Molecular formula: C6H11NP2
Method: DFT, ωB97M-V/def2-TZVPD

Its frontier orbital gap is 9.224 eV. The total charge is 0. As for the spin multiplicity: 1.

Geometry (Å):
C (-1.22, -0.96, 0.32)
C (0.63, -0.56, -0.30)
C (-1.49, 1.14, 1.63)
C (2.20, 0.68, -1.81)
C (-1.95, 0.33, 0.36)
C (1.17, 0.82, -0.70)
N (-1.31, -2.11, 0.78)
P (1.45, -1.98, -0.24)
P (-0.22, -3.30, 0.24)
H (-1.40, 2.15, 1.37)
H (-0.49, 0.88, 1.84)
H (-2.26, 0.90, 2.50)
H (1.93, -0.01, -2.50)
H (3.19, 0.40, -1.56)
H (2.37, 1.64, -2.29)
H (-1.77, 0.83, -0.55)
H (-3.08, 0.14, 0.39)
H (0.37, 1.38, -1.15)
H (1.52, 1.30, 0.18)
H (0.37, -3.66, 1.48)

[4]
Molecular formula: C6H11NS
Method: DFT, ωB97M-V/def2-TZVPD

Its frontier orbital gap is 8.463 eV. The total charge is 0. As for the spin multiplicity: 1. Its SMILES is CC[C@@H]1C[C@H](C=S)N1.

Geometry (Å):
C (1.01, -0.67, 2.11)
C (-0.06, 0.22, 1.34)
C (-0.66, -0.65, 0.22)
C (0.41, -0.72, -0.94)
C (-0.72, 0.03, -1.76)
C (-0.27, 1.42, -2.07)
S (1.16, 2.07, -1.93)
N (-1.73, -0.11, -0.68)
H (1.73, -1.28, 1.35)
H (0.64, -1.41, 2.90)
H (1.73, 0.07, 2.76)
H (0.50, 1.16, 1.02)
H (-0.69, 0.72, 2.06)
H (-1.17, -1.59, 0.63)
H (1.33, -0.20, -0.87)
H (0.50, -1.78, -1.29)
H (-0.97, -0.45, -2.70)
H (-1.06, 2.16, -1.88)
H (-1.67, 1.02, -0.29)

[5]
Molecular formula: C6H11NS
Method: DFT, ωB97M-V/def2-TZVPD

Its frontier orbital gap is 8.042 eV. The total charge is 0. As for the spin multiplicity: 1.

Geometry (Å):
C (2.51, 1.37, 0.00)
C (2.98, -1.18, 0.10)
C (0.72, -0.31, -0.09)
C (-0.21, 0.71, -0.08)
C (-1.62, 0.30, -0.06)
C (-2.51, 1.44, 0.14)
H (1.90, 1.84, 0.82)
H (3.65, 1.26, 0.29)
H (2.44, 1.81, -1.05)
H (3.82, -0.83, 0.71)
H (3.25, -1.83, -1.02)
H (2.48, -2.11, 0.94)
H (0.46, -1.30, -0.12)
H (0.11, 1.71, -0.24)
H (-2.38, 1.91, 1.11)
H (-3.56, 1.01, -0.14)
H (-2.07, 2.24, -0.63)
N (2.12, -0.07, -0.08)
S (-2.26, -1.20, -0.01)

[6]
Molecular formula: C6H11NS
Method: DFT, ωB97M-V/def2-TZVPD

Its frontier orbital gap is 9.188 eV. The total charge is 0. As for the spin multiplicity: 1.

Geometry (Å):
C (0.63, 1.11, -2.33)
C (0.55, 0.49, -0.91)
C (-0.98, 0.00, -0.91)
C (1.57, -0.61, -0.78)
C (-1.06, -0.36, 1.68)
C (-1.69, 0.34, 0.48)
N (-0.39, 1.26, -3.06)
S (-1.74, 0.70, -2.32)
H (1.61, 1.48, -2.66)
H (0.67, 1.22, -0.06)
H (-0.96, -1.10, -1.05)
H (1.20, -1.37, -0.20)
H (2.52, -0.18, -0.42)
H (1.70, -1.21, -1.77)
H (-1.41, 0.08, 2.58)
H (0.00, -0.38, 1.55)
H (-1.35, -1.31, 1.78)
H (-1.68, 1.39, 0.68)
H (-2.75, 0.10, 0.35)

[7]
Molecular formula: C6H11NS
Method: DFT, ωB97M-V/def2-TZVPD

Its frontier orbital gap (alpha / beta) is 7.919 / 8.513 eV. The total charge is 0. As for the spin multiplicity: 3.

Geometry (Å):
C (0.25, -0.20, -0.65)
C (0.91, -0.28, -1.96)
C (-1.10, 0.33, -0.18)
C (2.18, -0.89, -2.28)
C (0.54, -0.90, 1.70)
C (-2.42, 1.91, 1.39)
N (0.95, -0.72, 0.37)
S (-1.50, 1.95, -0.16)
H (0.44, 0.04, -2.90)
H (-1.65, -0.45, 0.43)
H (2.66, -0.39, -3.03)
H (2.07, -1.96, -2.59)
H (2.97, -0.93, -1.52)
H (1.30, -1.67, 2.13)
H (-0.37, -1.48, 1.81)
H (0.28, -0.02, 2.35)
H (-3.06, 1.12, 1.31)
H (-2.81, 2.91, 1.62)
H (-1.63, 1.64, 2.17)

[8]
Molecular formula: C6H11NSi
Method: DFT, ωB97M-V/def2-TZVPD

Its frontier orbital gap is 10.031 eV. The total charge is 0. As for the spin multiplicity: 1. Its SMILES is C=C[SiH3].C=C=CN=C.

Geometry (Å):
C (3.08, 0.83, -0.20)
C (2.07, 0.08, 0.21)
Si (1.96, -0.76, 1.89)
H (3.96, 0.99, 0.40)
H (3.08, 1.32, -1.17)
H (1.23, -0.04, -0.45)
H (1.45, 0.20, 2.87)
H (3.26, -1.27, 2.33)
H (1.02, -1.88, 1.75)
C (-0.67, -0.01, -2.17)
C (-1.19, -0.22, -1.00)
C (-1.80, -0.52, 0.11)
N (-3.15, -0.41, 0.35)
C (-3.85, 0.55, -0.06)
H (-0.62, -0.79, -2.92)
H (-0.23, 0.94, -2.43)
H (-1.26, -0.96, 0.95)
H (-4.91, 0.53, 0.14)
H (-3.45, 1.42, -0.59)

[9]
Molecular formula: C6H11O
Method: DFT, ωB97M-V/def2-TZVPD

Its frontier orbital gap is 5.794 eV. The total charge is -1. As for the spin multiplicity: 1. Its SMILES is C=C(C)CCC[O-].

Geometry (Å):
C (-1.04, -0.94, 1.90)
C (-0.81, -0.80, 0.60)
C (-0.86, -2.01, -0.31)
C (-0.50, 0.53, -0.03)
C (0.97, 0.60, -0.47)
C (1.46, 2.06, -0.85)
O (1.88, 2.17, -2.11)
H (-1.18, -1.91, 2.37)
H (-1.01, -0.07, 2.56)
H (-0.45, -2.90, 0.15)
H (-0.24, -1.83, -1.19)
H (-1.87, -2.16, -0.67)
H (-1.14, 0.69, -0.90)
H (-0.70, 1.31, 0.71)
H (1.58, 0.14, 0.31)
H (1.13, 0.05, -1.40)
H (0.59, 2.74, -0.62)
H (2.20, 2.32, -0.04)

[10]
Molecular formula: C6H11O2
Method: DFT, ωB97M-V/def2-TZVPD

Its frontier orbital gap is 7.519 eV. The total charge is -1. As for the spin multiplicity: 1. Its SMILES is CCCCCC(=O)[O-].

Geometry (Å):
C (-1.34, 0.86, 2.03)
C (-1.12, 0.97, 0.52)
C (0.33, 0.90, 0.07)
C (0.87, -0.55, 0.12)
C (0.41, -1.40, -1.10)
C (1.30, -1.04, -2.32)
O (0.89, -0.05, -2.98)
O (2.35, -1.70, -2.44)
H (-1.17, -0.12, 2.47)
H (-0.70, 1.57, 2.57)
H (-2.39, 1.14, 2.19)
H (-1.62, 1.85, 0.11)
H (-1.66, 0.13, 0.07)
H (1.02, 1.50, 0.67)
H (0.39, 1.24, -0.97)
H (0.61, -1.02, 1.07)
H (1.96, -0.59, 0.03)
H (-0.66, -1.26, -1.26)
H (0.54, -2.45, -0.83)

| no. | energy (eV) |
| --- | --- |
| 1 | -20767.6286 |
| 2 | -75280.9648 |
| 3 | -26465.0090 |
| 4 | -18721.9640 |
| 5 | -18722.3331 |
| 6 | -18724.3875 |
| 7 | -18721.0923 |
| 8 | -15763.9815 |
| 9 | -8446.7063 |
| 10 | -10496.9432 |